{"formula": "C22H14Cl2CuO6S", "method": "ωB97M-V with the def2-TZVPD basis set", "largest_force_ev_per_a": 1.03, "total_charge": -2, "orbital_gap_ev": [5.66, 5.58], "multiplicity": 2, "energy_ha": -4257.33158, "species": ["Cu", "Cl", "Cl", "S", "O", "O", "O", "O", "O", "O", "C", "C", "C", "C", "C", "C", "C", "C", "C", "C", "C", "C", "C", "C", "C", "C", "C", "C", "C", "C", "C", "C", "H", "H", "H", "H", "H", "H", "H", "H", "H", "H", "H", "H", "H", "H"], "xyz": [[0.00, 0.05, 0.13], [6.90, 3.50, 0.11], [4.64, -1.37, -0.10], [-1.87, 1.50, -0.01], [0.68, -1.91, -0.20], [2.15, 0.15, -0.39], [-0.32, 0.34, 4.13], [0.74, 2.40, -0.45], [-1.83, -1.23, -0.69], [0.05, 0.19, 1.98], [1.12, -4.20, -0.04], [0.22, -3.08, -0.11], [5.46, 2.52, 0.07], [4.48, 0.35, -0.06], [-2.46, 1.87, 1.57], [-2.13, -2.35, -0.28], [-1.58, -4.75, 0.02], [-3.63, 2.66, 1.62], [-0.64, 0.60, 2.96], [-3.60, -2.62, 0.05], [3.13, 0.88, -0.17], [0.69, -5.49, 0.03], [-0.68, -5.78, 0.08], [-1.89, 1.45, 2.79], [4.23, 3.11, 0.07], [5.60, 1.13, 0.02], [-3.63, 2.65, 4.01], [1.78, 2.93, -0.08], [-4.20, 3.04, 2.81], [-2.50, 1.86, 3.98], [3.08, 2.32, -0.04], [-1.18, -3.42, -0.10], [-5.10, 3.66, 2.80], [1.76, 4.00, 0.25], [-4.05, 2.96, 0.68], [-2.64, -4.99, 0.02], [-3.71, -3.16, 0.98], [-1.01, -6.81, 0.15], [-4.07, 2.94, 4.96], [2.18, -3.98, -0.07], [-2.03, 1.53, 4.90], [4.13, 4.19, 0.12], [6.58, 0.67, 0.05], [1.41, -6.30, 0.04], [-4.11, -1.66, 0.12], [-4.05, -3.21, -0.75]]}

=====

{"formula": "C5H8N2O", "method": "ωB97M-V with the def2-TZVPD basis set", "largest_force_ev_per_a": 10.85, "total_charge": 0, "orbital_gap_ev": 7.57, "smiles": "C=CC(/C=N/O)=C\\N", "energy_ha": -379.81789, "de_lowest_kcal_mol": 169.6, "species": ["O", "N", "N", "C", "C", "C", "C", "C", "H", "H", "H", "H", "H", "H", "H", "H"], "xyz": [[-3.38, -0.39, -0.91], [-1.94, -0.62, -0.98], [1.28, 0.95, 1.65], [0.19, 1.19, 0.99], [1.84, -1.02, -0.92], [0.60, -0.88, -0.68], [-0.11, 0.17, 0.04], [-1.31, 0.27, -0.30], [1.75, 1.85, 2.31], [1.77, 0.17, 1.90], [-1.87, 0.92, 0.27], [-0.22, 2.14, 1.19], [0.04, -1.80, -1.02], [2.68, -0.26, -0.37], [2.26, -2.07, -1.23], [-3.57, -0.61, -1.94]]}

=====

{"formula": "C5H10IN2O2", "method": "ωB97M-V with the def2-TZVPD basis set", "largest_force_ev_per_a": 5.20, "total_charge": 1, "orbital_gap_ev": 8.58, "energy_ha": -753.86619, "de_lowest_kcal_mol": 2.8, "species": ["I", "O", "O", "N", "N", "C", "C", "C", "C", "C", "H", "H", "H", "H", "H", "H", "H", "H", "H", "H"], "xyz": [[3.78, 0.46, -0.12], [0.39, -2.25, -0.37], [-2.51, 0.46, -0.64], [-1.68, 2.60, -0.02], [-0.46, 0.56, 0.15], [1.84, -0.11, 0.50], [0.76, 0.52, -0.29], [-1.40, 1.17, -0.63], [2.74, -2.74, 0.11], [1.47, -2.05, -0.07], [0.97, 1.11, -1.18], [3.18, -2.26, 1.01], [-1.16, 1.43, -1.68], [3.33, -2.44, -0.72], [-1.04, 3.36, -0.01], [1.57, -0.23, 1.53], [-2.56, -0.28, 0.08], [-2.26, 2.61, 0.87], [2.59, -3.81, 0.14], [-2.53, 2.77, -0.59]]}

=====

{"formula": "C28H56Cl8F12N2O16S4Zn", "method": "ωB97M-V with the def2-TZVPD basis set", "largest_force_ev_per_a": 4.05, "total_charge": 0, "orbital_gap_ev": 8.90, "energy_ha": -10665.60188, "species": ["Zn", "Cl", "Cl", "Cl", "Cl", "Cl", "Cl", "Cl", "Cl", "S", "S", "S", "S", "F", "F", "F", "F", "F", "F", "F", "F", "F", "F", "F", "F", "O", "O", "O", "O", "O", "O", "O", "O", "O", "O", "O", "O", "O", "O", "O", "O", "N", "N", "C", "C", "C", "C", "C", "C", "C", "C", "C", "C", "C", "C", "C", "C", "C", "C", "C", "C", "C", "C", "C", "C", "C", "C", "C", "C", "C", "C", "H", "H", "H", "H", "H", "H", "H", "H", "H", "H", "H", "H", "H", "H", "H", "H", "H", "H", "H", "H", "H", "H", "H", "H", "H", "H", "H", "H", "H", "H", "H", "H", "H", "H", "H", "H", "H", "H", "H", "H", "H", "H", "H", "H", "H", "H", "H", "H", "H", "H", "H", "H", "H", "H", "H", "H"], "xyz": [[-1.72, 2.57, -0.60], [4.63, 0.23, -5.86], [-5.29, -0.32, 5.38], [1.72, -5.18, -3.22], [1.54, 1.24, -6.03], [5.03, 0.66, -1.73], [-5.67, 0.02, 2.10], [3.77, -5.16, -0.62], [8.49, 2.20, -3.80], [1.34, 1.17, -0.45], [-0.52, 5.15, 1.07], [-0.72, -0.15, 0.55], [-1.91, 5.53, -1.13], [0.41, 4.39, 3.37], [-2.36, -1.53, -0.97], [-3.54, 7.59, -0.81], [0.95, 3.46, -1.85], [-4.54, 5.67, -0.99], [1.58, 1.77, -2.97], [-0.68, -2.70, -0.20], [-0.39, -1.37, -1.80], [-0.45, 2.77, 2.18], [-1.75, 4.09, 3.22], [3.02, 2.89, -1.66], [-3.62, 6.24, 0.92], [-0.76, -8.25, -3.33], [-1.81, -5.33, -3.06], [5.90, 2.38, 2.53], [-1.82, -2.14, 3.33], [-2.02, 0.23, 1.06], [3.29, 2.35, 5.10], [-2.02, -0.07, 5.24], [1.74, -0.09, -0.99], [0.82, 5.07, 0.54], [-3.68, 2.26, 0.10], [2.05, 1.54, 0.76], [-1.01, 6.59, -1.49], [0.28, -0.66, 1.42], [-1.01, 6.40, 1.57], [-2.37, 4.68, -2.21], [-2.70, 1.92, -2.13], [-1.47, 4.34, 0.02], [-0.27, 1.30, -0.39], [-1.68, -7.50, -4.10], [1.81, 2.41, -1.82], [6.74, 0.98, -2.17], [-2.02, 1.40, -3.28], [-4.75, -1.52, 4.17], [-2.31, -4.53, -1.99], [3.42, -0.09, -4.60], [4.33, 2.83, 4.26], [-3.50, 6.30, -0.40], [5.38, 2.50, 1.22], [0.41, -8.62, -4.04], [-4.69, 2.18, -0.89], [-4.28, -0.74, 2.96], [6.83, 2.07, -3.20], [-2.13, -3.46, 3.02], [-4.06, 1.49, -2.10], [-1.09, -1.55, -0.69], [2.26, 1.70, 4.38], [-0.78, -0.52, 4.78], [2.71, -3.76, -1.02], [-4.11, 2.85, 1.37], [2.46, -3.71, -2.51], [5.03, 1.76, 3.45], [2.03, -0.25, -5.20], [-0.72, -1.90, 4.19], [-0.58, 4.05, 2.58], [-2.01, 1.26, 5.69], [-2.48, -6.56, -3.20], [0.02, -0.46, 5.53], [-3.30, 2.49, 2.00], [2.04, -0.97, -6.01], [3.47, 0.74, -3.90], [-2.59, -7.02, -2.21], [-4.99, 3.19, -1.21], [-5.56, 1.67, -0.47], [-0.65, -2.73, 4.90], [-2.64, 1.57, -4.17], [-1.95, -4.20, 3.80], [1.06, -9.04, -3.28], [1.36, 2.08, 4.86], [-5.61, -2.14, 3.90], [-1.60, -3.84, 2.13], [5.27, 1.52, 0.76], [-4.11, 0.40, -2.01], [1.29, -0.54, -4.45], [-4.56, 1.66, -3.05], [-3.85, -1.36, 2.18], [-1.64, -3.69, -2.09], [2.17, 1.98, 3.32], [5.58, 1.08, 4.11], [-3.06, 1.57, 5.67], [-2.22, -5.12, -1.07], [3.83, 3.53, 3.58], [7.21, 1.23, -1.22], [-4.98, 2.34, 1.81], [-3.95, -2.09, 4.61], [2.38, 0.62, 4.44], [3.25, -3.39, -3.18], [6.11, 3.09, 0.67], [3.72, -0.94, -3.98], [-1.83, 0.33, -3.17], [-2.37, -8.19, -4.59], [7.14, 0.01, -2.46], [-1.13, 2.00, -3.48], [4.39, 2.97, 1.26], [0.18, -9.37, -4.81], [0.85, -7.80, -4.61], [0.18, -2.03, 3.58], [-3.18, -3.53, 2.72], [5.04, 3.46, 4.80], [-1.72, 1.38, 6.74], [-3.51, 0.00, 3.16], [-1.47, 1.93, 5.02], [-3.54, -6.44, -3.46], [4.34, 1.11, 2.90], [1.84, -3.89, -0.39], [-1.13, -6.88, -4.81], [3.23, -2.84, -0.76], [6.25, 1.88, -4.10], [-4.25, 3.91, 1.20], [6.57, 3.01, -2.71], [1.69, -2.97, -2.73], [-0.39, 0.17, 4.02], [-3.33, -4.25, -2.27]]}